(1)
The following is a quantum chemistry calculation of the molecule C16H22N6O2S, from OMol25.

Each line ends with the natural charge from an NBO analysis.
Cartesian coordinates (Å):
1 C 0.8381 1.4701 3.0123  -0.599
2 C 0.9712 0.0314 2.5949  -0.136
3 N 1.3393 0.2359 1.1893  -0.598
4 C 0.5214 -0.3185 0.1104  0.637
5 N 0.4809 0.4773 -0.9519  -0.579
6 C -0.3474 0.1071 -1.9327  0.406
7 C -0.9469 -1.1388 -1.9323  -0.332
8 C -1.8212 -1.1822 -3.0568  0.019
9 N -1.7629 -0.0461 -3.6830  -0.247
10 N -0.7388 0.7162 -3.1758  -0.198
11 C -0.4410 2.1117 -3.5676  -0.045
12 C -1.0424 3.0688 -2.4716  -0.414
13 C -2.4362 3.4760 -3.0267  -0.427
14 C -2.6350 3.0835 -4.4064  -0.404
15 C -1.1109 2.6550 -4.8366  -0.397
16 C -0.7892 -1.9031 -0.8507  0.627
17 O -1.1546 -3.0310 -0.7568  -0.624
18 N -0.1580 -1.4533 0.2519  -0.590
19 C 1.9076 -0.7936 3.5246  0.671
20 O 2.7509 -0.1967 4.1448  -0.599
21 N 1.9750 -2.1793 3.6205  -0.462
22 C 0.9520 -3.0255 3.0486  -0.204
23 C 1.1279 -4.3385 3.8802  -0.559
24 S 2.7512 -4.5798 4.4661  0.214
25 C 3.1196 -2.7795 4.3566  -0.326
26 H 0.0407 1.9449 2.4031  0.217
27 H 1.7709 2.0272 2.8984  0.225
28 H 0.5341 1.5350 4.0570  0.222
29 H -0.0775 -0.4117 2.6486  0.204
30 H 1.7126 1.1040 0.9093  0.414
31 H -2.5062 -1.9905 -3.1558  0.224
32 H 0.6168 2.1343 -3.6599  0.218
33 H -0.4588 3.8581 -2.1243  0.215
34 H -1.0809 2.5523 -1.4844  0.217
35 H -2.6159 4.5324 -2.8363  0.208
36 H -3.1871 2.9376 -2.4513  0.211
37 H -3.2842 2.1935 -4.4285  0.224
38 H -3.0149 3.9459 -4.9808  0.213
39 H -0.5939 3.5567 -5.0479  0.208
40 H -1.0215 1.9284 -5.6823  0.229
41 H 0.2132 -2.0323 0.9474  0.422
42 H 1.0992 -3.1630 2.0206  0.173
43 H -0.1440 -2.6477 3.2060  0.211
44 H 0.7731 -5.1376 3.3202  0.236
45 H 0.5784 -4.2501 4.8111  0.216
46 H 3.1971 -2.3116 5.3449  0.234
47 H 4.0981 -2.7729 3.7338  0.227

Cartesian forces, eV/Å:
-0.77 0.73 1.40
-1.87 -0.15 -0.65
-1.78 -4.76 -1.89
2.44 4.61 0.80
0.64 0.65 1.17
-0.48 -0.59 -2.67
-0.53 3.70 -2.87
0.86 0.54 1.73
0.26 0.39 -1.73
-0.20 -1.23 2.80
-1.64 0.65 1.05
-0.79 -2.20 0.30
-0.10 0.49 3.58
2.03 -1.26 -2.49
-1.93 -1.70 -0.09
-0.53 -3.54 1.51
-1.72 -4.07 -0.11
1.84 3.66 0.54
1.62 -0.82 -0.34
0.58 1.36 0.59
-0.88 1.54 -0.67
-0.97 -0.58 2.84
-1.54 1.74 0.39
1.59 0.35 -0.29
0.51 -0.34 -1.26
0.53 -0.30 0.31
-0.04 -0.19 0.02
0.10 0.21 0.09
1.19 0.33 -0.26
0.32 0.96 -0.09
-0.61 -0.08 -0.87
0.97 0.30 0.04
1.35 1.86 -0.55
-0.50 -0.23 -0.81
0.04 0.11 -0.05
-0.08 0.22 0.45
0.20 0.51 -0.58
0.11 -0.81 -0.24
0.61 0.82 -0.47
-0.26 0.77 0.55
-0.25 -1.54 0.83
0.37 -0.66 -1.58
2.03 -0.43 -0.12
-0.57 -1.72 -0.81
-0.85 0.11 -0.28
0.27 -0.09 -0.45
-1.59 0.69 1.24

Energy above the lowest of the compared OMol25 structures with the same formula, charge and spin   4.9217 eV
E_HOMO   -8.30 eV
Gap between HOMO and LUMO   8.72 eV
LUMO energy   0.42 eV

***

(2)
The following is a quantum chemistry calculation of C16H23B2Cl4F14N6NiO4S2 as an isolated structure, from OMol25.

Each line ends with the Mulliken charge.
Cartesian coordinates (Å):
1 Ni 2.6168 -0.1587 -0.0345  1.528
2 B 3.1718 2.1616 1.2886  0.205
3 F 4.0272 1.1694 0.7206  -0.445
4 F 3.4170 3.4018 0.7155  -0.371
5 F 1.8816 1.6904 0.8971  -0.164
6 F 3.3536 2.1873 2.6588  -0.338
7 B 4.4188 -2.2581 -0.1739  0.531
8 F 5.5680 -1.9621 -0.9111  -0.359
9 F 4.3617 -3.6118 0.1308  -0.303
10 F 4.3605 -1.5061 1.0077  -0.457
11 F 3.2588 -1.8250 -0.9187  -0.338
12 C 0.4914 0.2325 -3.4581  0.648
13 F -0.5997 0.3421 -4.1997  -0.212
14 F 0.8350 -1.0323 -3.3916  -0.182
15 F 1.4538 0.9431 -4.0115  -0.174
16 S 0.1520 0.9776 -1.7193  -0.451
17 O 0.9306 2.1834 -1.6480  -0.121
18 O -1.2711 1.1602 -1.6198  -0.346
19 N 0.7423 -0.2566 -0.6133  0.648
20 S -0.2646 -1.4413 -0.4919  0.156
21 O -1.1709 -1.6222 -1.6046  -0.495
22 O 0.4878 -2.5897 -0.0429  -0.415
23 C -1.3911 -0.9862 0.9627  0.594
24 F -0.7918 -0.2743 1.8857  -0.201
25 F -2.4084 -0.2927 0.4765  -0.084
26 F -1.8431 -2.1056 1.4986  -0.152
27 C -3.6550 0.2022 -3.7390  -0.487
28 C -4.5478 -0.4115 -2.7705  0.393
29 N -5.2627 -0.8701 -2.0008  -0.442
30 H -3.3057 1.1604 -3.3622  0.096
31 H -4.1164 0.2315 -4.7234  0.415
32 H -2.7759 -0.4368 -3.8270  0.078
33 C -2.5310 -3.9008 4.1615  -0.505
34 C -3.6733 -3.1917 4.7579  0.259
35 N -4.5959 -2.6714 5.1951  -0.416
36 H -2.0886 -4.5546 4.9081  0.380
37 H -1.8271 -3.1507 3.8106  0.019
38 H -2.8783 -4.4828 3.3106  0.268
39 C -2.9954 2.4135 1.3279  0.063
40 C -2.9673 2.3832 2.7915  0.237
41 N -2.8979 2.3541 3.9378  -0.467
42 H -3.3066 3.4050 1.0061  0.419
43 H -3.6583 1.6968 0.8570  -0.001
44 H -1.9735 2.1476 1.0584  -0.234
45 C 4.2868 3.1114 -2.8912  -1.076
46 C 3.8716 1.8151 -2.3891  0.632
47 N 3.5348 0.8162 -1.9571  -0.189
48 H 3.7465 3.9207 -2.4002  0.161
49 H 3.9750 3.2223 -3.9338  0.330
50 H 5.3636 3.2364 -2.8324  0.372
51 C -4.9773 -1.1721 1.2898  -0.292
52 C -6.3726 -1.5679 1.5008  0.060
53 N -7.4556 -1.9174 1.6287  -0.447
54 H -4.3644 -0.9751 2.1673  0.390
55 H -4.9874 -0.3028 0.6371  0.044
56 H -4.4256 -1.9624 0.7821  0.210
57 Cl 1.8682 6.5956 -0.2664  -0.201
58 C 1.1674 5.1646 -1.0092  0.254
59 C 0.5990 5.4213 -2.3983  -0.127
60 Cl 1.7985 6.1846 -3.5014  -0.219
61 H 0.3671 4.7463 -0.4014  0.241
62 H 1.9450 4.4123 -1.1030  -0.286
63 H -0.3107 6.0080 -2.4625  0.434
64 H 0.4253 4.4289 -2.8141  -0.067
65 Cl 1.0355 -4.1579 3.1141  -0.206
66 C 2.3130 -4.5163 1.8808  0.313
67 C 3.5653 -5.0876 2.4922  -0.449
68 Cl 4.4322 -4.0323 3.6159  -0.189
69 H 2.4709 -3.5977 1.3217  -0.484
70 H 1.9025 -5.2028 1.1420  0.325
71 H 4.2360 -5.4260 1.7035  0.284
72 H 3.2579 -6.0161 2.9802  0.402

Cartesian forces, eV/Å:
0.77 0.76 -0.66
0.62 1.20 0.94
0.53 -0.48 -0.13
-0.11 -0.33 -0.15
-0.25 -0.52 0.15
-0.38 -0.12 -0.55
1.83 -0.72 0.00
-0.69 -0.01 0.24
-0.21 0.29 -0.46
-0.47 0.44 0.19
-0.50 -0.06 -0.12
-0.13 -0.01 0.75
-0.20 0.19 -0.04
0.33 -0.15 -0.02
0.24 0.13 -0.28
-0.20 0.18 0.64
0.23 -1.02 0.04
0.53 -0.46 0.04
-0.55 3.29 -2.48
-1.27 -3.52 0.49
0.64 0.53 0.74
-0.36 0.85 0.10
0.44 -0.31 -1.23
0.50 0.33 0.41
-0.36 0.13 0.02
-0.21 -0.40 0.19
0.47 -0.61 0.06
-0.12 0.17 -0.01
-0.10 -0.09 0.12
-0.16 0.12 -0.22
-0.12 0.35 0.08
-0.01 0.02 0.08
-0.49 0.47 0.16
0.21 -0.44 -0.28
-0.13 0.18 0.13
0.17 0.02 -0.07
0.25 -0.18 0.04
0.04 -0.05 0.01
0.34 0.14 0.42
-0.49 -0.27 0.07
-0.02 0.04 -0.15
0.36 0.07 -0.14
-0.15 -0.17 0.36
-0.06 0.38 -0.57
-0.42 0.25 -0.74
0.29 0.66 0.00
-0.58 -0.68 0.81
0.22 -0.15 0.46
0.17 -0.29 -0.03
0.00 0.02 0.19
0.12 -0.11 -0.37
0.79 -0.10 0.32
-0.30 0.01 0.02
-0.66 0.17 0.43
0.14 -0.01 -0.03
-0.34 -0.06 -0.30
-0.06 0.29 0.33
-0.21 -0.17 -0.85
0.39 -0.53 -0.13
-0.07 -0.06 0.06
0.10 0.13 0.22
0.04 0.05 0.27
0.06 0.16 0.28
-0.22 0.10 -0.07
0.25 -0.22 -0.24
-0.11 0.81 -0.34
-0.56 -1.11 -0.28
-0.12 -0.05 -0.07
0.08 0.01 0.40
-0.09 -0.25 0.28
0.09 0.52 -0.06
0.22 0.23 0.54

2S+1   3
Charge   -1
Energy above the lowest of the compared OMol25 structures with the same formula, charge and spin   0.6174 eV
E_HOMO (alpha / beta)   -8.57 / -8.57 eV
Gap between HOMO and LUMO (alpha / beta)   10.31 / 8.70 eV
LUMO energy (alpha / beta)   1.75 / 0.13 eV

***

(3)
The following is a quantum chemistry calculation of C16H23BCrN5OS2 as an isolated structure, from OMol25.

Each line ends with the natural charge from an NBO analysis.
Cartesian coordinates (Å):
1 Cr -0.0607 1.4410 -0.2566  0.946
2 C 0.2782 0.6996 3.4238  -0.398
3 N -0.9732 0.2988 2.8139  -0.357
4 C -1.4534 -0.9926 2.7731  -0.066
5 C -2.5015 -0.9837 1.9258  -0.061
6 N -2.6559 0.2944 1.4195  -0.511
7 B -3.5698 0.5397 0.1555  0.196
8 N -2.7971 -0.0697 -1.0918  -0.498
9 C -2.7854 -1.4341 -1.2969  -0.051
10 C -1.8416 -1.7313 -2.2139  -0.083
11 N -1.2778 -0.5328 -2.5982  -0.359
12 C -0.0502 -0.4156 -3.3563  -0.402
13 C -1.8522 0.4721 -1.8901  0.260
14 S -1.5381 2.1475 -2.1531  -0.341
15 C -1.7022 1.0726 1.9760  0.283
16 S -1.4257 2.7487 1.7325  -0.388
17 H 0.5796 -0.0812 4.1188  0.202
18 H 0.1461 1.6459 3.9434  0.217
19 H 1.0291 0.8039 2.6377  0.235
20 H -0.9887 -1.7907 3.3231  0.224
21 H -3.1515 -1.7819 1.6194  0.217
22 H -3.8244 1.6950 0.0005  -0.015
23 H -4.5377 -0.1754 0.3033  -0.071
24 H -3.4534 -2.0825 -0.7610  0.221
25 H -1.5042 -2.6708 -2.6125  0.219
26 H 0.0537 -1.3034 -3.9770  0.199
27 H 0.7849 -0.3487 -2.6517  0.228
28 H -0.0894 0.4760 -3.9774  0.223
29 C 2.4785 3.0187 -2.1074  -0.618
30 C 1.4939 3.9578 -1.4543  -0.055
31 O 1.0736 3.3486 -0.2287  -0.777
32 H 2.8370 3.4328 -3.0508  0.205
33 H 1.9991 2.0585 -2.3056  0.210
34 H 3.3314 2.8397 -1.4525  0.213
35 H 0.6276 4.1177 -2.1018  0.179
36 H 1.9519 4.9261 -1.2306  0.161
37 H 0.3614 3.8484 0.1946  0.498
38 N 0.8210 -0.1187 0.1492  -0.976
39 C 1.4277 -1.2404 0.4847  0.136
40 C 0.8731 -2.5351 0.2148  -0.283
41 C 1.5204 -3.6981 0.5787  -0.212
42 C 2.7493 -3.6832 1.2409  -0.370
43 C 3.3088 -2.4373 1.5280  -0.185
44 C 2.6869 -1.2584 1.1703  -0.334
45 H -0.0929 -2.5749 -0.2745  0.191
46 H 1.0474 -4.6488 0.3465  0.184
47 H 3.2474 -4.6017 1.5245  0.187
48 H 4.2637 -2.3858 2.0442  0.184
49 H 3.1550 -0.3069 1.4002  0.193

Cartesian forces, eV/Å:
0.85 -0.26 0.16
-0.08 -0.02 -0.06
0.00 -0.12 0.08
-0.04 0.02 -0.04
0.08 0.07 0.01
-0.02 -0.20 -0.04
0.01 0.05 0.02
-0.04 -0.25 0.10
0.09 0.04 -0.06
-0.02 0.05 0.04
0.00 -0.19 -0.04
-0.07 0.02 0.07
-0.44 0.12 -0.17
0.16 -0.12 0.18
-0.06 0.08 -0.16
0.02 0.01 -0.03
0.02 0.01 0.01
0.02 0.01 0.00
0.02 0.02 0.04
0.01 0.00 0.00
0.00 -0.02 0.03
0.06 0.03 -0.01
-0.06 0.04 -0.01
-0.02 0.00 0.00
0.00 0.00 -0.01
0.02 0.01 -0.02
0.02 0.01 -0.05
0.01 0.00 0.01
0.03 -0.02 -0.01
-0.09 0.02 -0.01
-0.06 0.04 0.05
-0.01 0.02 0.00
-0.01 0.00 0.00
0.00 0.01 0.01
0.01 0.00 0.00
0.02 -0.01 -0.01
0.04 0.12 0.04
-0.50 0.40 -0.25
-0.01 0.10 0.09
0.05 -0.05 -0.01
-0.03 0.02 -0.01
0.01 -0.03 0.02
0.00 0.00 0.00
0.05 -0.04 0.05
-0.01 0.02 0.00
0.02 -0.01 0.01
0.00 0.00 0.00
0.00 -0.01 0.00
-0.03 0.02 -0.02

2S+1   5
Charge   -1
Energy above the lowest of the compared OMol25 structures with the same formula, charge and spin   0.0000 eV
E_HOMO (alpha / beta)   -2.26 / -3.18 eV
Gap between HOMO and LUMO (alpha / beta)   4.99 / 5.89 eV
LUMO energy (alpha / beta)   2.73 / 2.72 eV

***

(4)
The following is a quantum chemistry calculation of C16H23Br3F9NO7 as an isolated structure, from OMol25.

Each line ends with the natural charge from an NBO analysis.
Cartesian coordinates (Å):
1 C 0.6343 12.6978 12.4536  -0.703
2 C -0.2117 12.1201 13.6127  0.684
3 O -0.5454 10.9453 13.5053  -0.669
4 N -0.4998 12.9091 14.6537  -0.605
5 C -1.2216 12.4055 15.8363  -0.424
6 H -0.0400 13.1346 11.7135  0.230
7 H 1.1800 11.8535 12.0483  0.238
8 H 1.2602 13.5375 12.7617  0.212
9 H 0.0107 13.7578 14.8198  0.395
10 H -0.5399 12.5079 16.6791  0.200
11 H -1.3802 11.3501 15.6229  0.239
12 H -2.1799 12.8806 16.0253  0.205
13 C -2.6964 8.3514 14.6092  -0.647
14 C -3.6079 7.8439 15.7281  -0.082
15 O -2.7711 7.4358 16.8160  -0.466
16 C -2.3266 8.3570 17.6221  0.696
17 O -2.5699 9.5287 17.5507  -0.566
18 C -1.2690 7.8153 18.6247  0.902
19 F -0.2388 8.6274 18.7276  -0.297
20 F -1.8304 7.6734 19.8187  -0.308
21 F -0.8170 6.6310 18.2190  -0.307
22 H -1.9015 8.9730 15.0258  0.229
23 H -3.1887 9.0033 13.8885  0.231
24 H -2.1971 7.5240 14.1102  0.213
25 H -4.2013 7.0174 15.3408  0.201
26 H -4.3619 8.5440 16.0853  0.197
27 C -7.6343 15.5800 12.7847  -0.642
28 C -7.9797 15.6145 11.3047  -0.064
29 O -7.6191 16.8586 10.6883  -0.488
30 C -8.3160 17.9517 10.9386  0.690
31 O -9.1896 18.0220 11.7375  -0.543
32 C -7.8152 19.1133 10.0860  0.900
33 F -7.9505 18.8341 8.8131  -0.294
34 F -8.4226 20.2421 10.4032  -0.296
35 F -6.5139 19.3102 10.3813  -0.318
36 H -7.9156 14.6226 13.2156  0.225
37 H -8.0850 16.4365 13.2799  0.234
38 H -6.5502 15.6962 12.8612  0.212
39 H -9.0477 15.4445 11.1551  0.192
40 H -7.3799 14.9025 10.7437  0.192
41 C 1.0840 8.6778 11.3574  -0.658
42 C -0.4243 8.5614 11.4812  -0.071
43 O -1.0919 7.9045 10.3576  -0.493
44 C -1.3035 6.6085 10.3885  0.688
45 O -0.7752 5.8623 11.1591  -0.551
46 C -2.2696 6.1307 9.3114  0.899
47 F -2.7427 4.9160 9.6386  -0.305
48 F -3.3358 6.9355 9.1769  -0.311
49 F -1.6170 6.0387 8.1474  -0.305
50 H 1.5353 9.3101 10.6072  0.221
51 H 1.4906 7.6653 11.4468  0.229
52 H 1.3367 8.9801 12.3837  0.235
53 H -0.9526 9.5063 11.4068  0.215
54 H -0.6901 8.0559 12.4028  0.200
55 C -4.3244 11.6423 10.9802  -0.463
56 Br -5.4114 13.1764 10.3911  0.058
57 Br -4.6639 11.2062 12.8616  0.087
58 Br -2.4282 11.8993 10.6595  0.102
59 H -4.6728 10.8489 10.3356  0.224

Cartesian forces, eV/Å:
-0.76 0.52 0.99
1.11 -0.56 -1.53
-0.47 0.22 0.46
-0.78 0.42 1.12
0.82 -0.57 -0.71
-0.04 -0.29 -0.07
0.19 0.19 -0.16
0.29 -0.26 0.06
0.06 0.10 -0.55
-0.32 -0.07 0.26
-0.15 -0.01 0.33
0.07 0.25 -0.14
0.23 0.51 0.44
-0.27 0.65 -1.06
-0.42 -1.58 0.12
0.73 1.06 -0.41
-0.15 0.19 0.40
-0.73 -0.53 -0.67
0.32 0.56 0.03
-0.14 -0.05 0.55
0.16 -0.34 0.10
-0.05 0.04 0.05
-0.21 -0.32 -0.04
-0.18 -0.13 -0.10
0.41 -0.55 0.54
0.38 0.44 0.03
0.69 0.45 -0.65
-0.34 -0.08 0.44
0.69 0.36 -0.80
0.12 -1.04 0.39
-0.99 0.53 0.48
0.81 0.14 1.35
-0.05 0.17 -0.95
-0.59 0.17 -0.30
0.21 -0.15 -0.40
-0.14 0.08 0.12
-0.23 -0.29 0.24
-0.01 -0.12 0.19
0.07 -0.02 -0.14
-0.32 -0.11 0.06
-0.50 -1.22 2.06
-0.27 0.58 -1.04
-0.53 -0.02 -0.77
1.07 0.51 0.99
-0.19 -0.64 0.17
-0.57 -0.60 0.05
0.27 0.38 -0.25
0.38 0.02 -0.17
-0.27 0.09 -0.07
-0.18 -0.03 -0.21
0.16 0.01 -0.97
0.24 0.84 -0.34
0.41 0.25 0.58
-0.03 -0.13 -0.01
-0.14 0.52 0.17
0.60 -0.49 0.31
0.06 0.22 -0.86
-0.66 0.01 0.02
0.13 -0.27 0.26

Energy above the lowest of the compared OMol25 structures with the same formula, charge and spin   0.0000 eV
E_HOMO   -10.09 eV
Gap between HOMO and LUMO   9.53 eV
LUMO energy   -0.56 eV

***

Number 1: energy -1500.01915 a.u.. Number 2: energy -6846.79489 a.u.. Number 3: energy -2838.32323 a.u.. Number 4: energy -9825.77560 a.u..